*one*
A cluster of 13 separate species, C26H78O26 in total. Source: OMol25; level of theory: wB97M-V/def2-TZVPD.

Last columns: bonded neighbours and bond lengths (Å).
Positions of all 130 atoms, in Å:
1 O 3.65889 2.12589 -3.61102  C28 1.453, H75 0.943
2 O 3.44038 -0.72796 -3.43724  C32 1.428, H128 0.963
3 O 4.60742 0.67919 -1.41522  C37 1.452, H113 0.996
4 O -0.97691 -1.96013 -3.44354  C52 1.422, H65 0.981
5 O -0.98731 3.90930 0.83862  C33 1.444, H60 0.968
6 O -0.48829 -5.21147 0.35850  C51 1.474, H96 0.990
7 O -2.78090 -2.59001 1.64877  C44 1.425, H74 0.997
8 O 0.87713 2.15721 3.91313  C40 1.413, H122 0.991
9 O -3.29220 -4.77928 -0.30700  C43 1.431, H68 0.978
10 O 0.23909 -2.08693 -5.97847  C39 1.469, H104 0.932
11 O -1.40151 2.04470 -3.50737  C29 1.395, H71 0.955
12 O 2.58579 -0.08609 3.58351  C48 1.428, H85 0.974
13 O -3.47545 2.68959 2.64350  C27 1.389, H67 0.999
14 O 0.24750 5.17789 -1.60518  C30 1.428, H117 0.955
15 O -2.04937 0.59055 3.10981  C31 1.437, H118 0.988
16 O 1.74926 -2.22683 1.42723  C36 1.455, H115 0.996
17 O -1.22340 4.20665 3.66923  C45 1.422, H66 0.951
18 O 0.08042 -0.08122 1.55885  C38 1.446, H123 1.007
19 O 4.78272 -2.34763 -1.20053  C35 1.449, H120 0.968
20 O -0.11541 -1.56164 4.11733  C42 1.471, H126 0.952
21 O 0.32931 -4.12064 3.12020  C34 1.446, H64 0.969
22 O 0.71791 0.03981 -3.66159  C47 1.436, H109 1.006
23 O 2.84540 0.32505 0.77467  C50 1.451, H57 1.005
24 O -2.42524 3.13824 -1.45785  C49 1.404, H108 0.942
25 O -2.08786 -2.27169 -0.96836  C46 1.413, H124 0.978
26 O -5.02263 2.82819 0.18965  C41 1.402, H55 0.956
27 C -3.48795 3.28825 3.89673  O13 1.389, C45 1.544, H63 1.123, H112 1.087
28 C 4.66469 2.78656 -2.79621  O1 1.453, C37 1.555, H80 1.045, H87 1.107
29 C -0.17268 2.34032 -4.09784  O11 1.395, C47 1.531, H100 1.081, H121 1.136
30 C 0.91624 4.69138 -0.44088  O14 1.428, C33 1.518, H73 1.089, H125 1.065
31 C -2.31913 -0.45084 4.06319  O15 1.437, C42 1.474, H84 1.085, H116 1.146
32 C 3.74945 -2.11948 -3.52641  O2 1.428, C35 1.541, H77 1.096, H91 1.079
33 C 0.15718 4.78942 0.86969  O5 1.444, C30 1.518, H62 1.177, H72 1.130
34 C 1.75680 -3.95602 2.96001  O21 1.446, C36 1.488, H101 1.101, H129 1.107
35 C 3.72133 -2.72772 -2.11038  O19 1.449, C32 1.541, H61 1.048, H110 1.077
36 C 2.22520 -3.59152 1.59604  O16 1.455, C34 1.488, H105 1.091, H114 1.060
37 C 5.45313 1.64570 -2.09280  O3 1.452, C28 1.555, H59 1.134, H103 1.111
38 C 0.52008 0.14245 0.19962  O18 1.446, C50 1.525, H53 1.106, H76 1.110
39 C -0.76444 -3.04841 -5.50314  O10 1.469, C52 1.509, H107 1.094, H111 1.091
40 C 2.28279 2.29303 3.87370  O8 1.413, C48 1.493, H69 1.101, H70 1.142
41 C -4.60112 2.08204 -0.92046  O26 1.402, C49 1.496, H90 1.091, H119 1.125
42 C -1.13525 -0.80976 4.86506  O20 1.471, C31 1.474, H93 1.066, H127 1.110
43 C -2.69118 -6.05560 -0.06953  O9 1.431, C51 1.468, H58 1.145, H98 1.129
44 C -3.61282 -1.70471 0.90360  O7 1.425, C46 1.561, H82 1.170, H94 1.111
45 C -2.57019 4.52616 3.99394  O17 1.422, C27 1.544, H99 1.079, H106 1.035
46 C -2.88269 -1.25185 -0.39932  O25 1.413, C44 1.561, H81 1.097, H89 1.127
47 C 0.54661 1.09457 -4.62089  O22 1.436, C29 1.531, H79 1.092, H92 1.120
48 C 2.97724 1.05748 4.34298  O12 1.428, C40 1.493, H78 1.044, H130 1.120
49 C -3.75486 2.90246 -1.84144  O24 1.404, C41 1.496, H88 1.105, H102 1.064
50 C 1.78401 0.97858 0.03213  O23 1.451, C38 1.525, H54 1.059, H95 1.070
51 C -1.56348 -6.08128 0.86971  O6 1.474, C43 1.468, H83 1.093, H97 1.153
52 C -1.72188 -2.30423 -4.60500  O4 1.422, C39 1.509, H56 1.085, H86 1.048
53 H 0.53583 -0.83607 -0.31633  C38 1.106
54 H 1.87792 1.05808 -1.01943  C50 1.059
55 H -4.45499 2.69421 0.94761  O26 0.956
56 H -2.12459 -1.39499 -5.03960  C52 1.085
57 H 3.65535 0.29838 0.17946  O23 1.005
58 H -2.24232 -6.52145 -1.01475  C43 1.145
59 H 6.11437 1.14280 -2.86441  C37 1.134
60 H -1.48579 3.92678 1.66813  O5 0.968
61 H 3.90865 -3.75067 -2.23689  C35 1.048
62 H 0.78973 4.61518 1.84652  C33 1.177
63 H -3.24452 2.66953 4.80143  C27 1.123
64 H -0.13071 -3.27131 3.04075  O21 0.969
65 H -1.48061 -1.96433 -2.60155  O4 0.981
66 H -0.94337 3.40589 4.09798  O17 0.951
67 H -2.95727 1.84060 2.73272  O13 0.999
68 H -2.80085 -4.31147 -1.01187  O9 0.978
69 H 2.64629 2.48289 2.85183  C40 1.101
70 H 2.54453 3.20353 4.51176  C40 1.142
71 H -1.53410 2.52303 -2.69206  O11 0.955
72 H -0.25646 5.84051 0.90057  C33 1.130
73 H 1.36341 3.71561 -0.62269  C30 1.089
74 H -3.01989 -3.53122 1.42253  O7 0.997
75 H 4.09108 1.51078 -4.18062  O1 0.943
76 H -0.23498 0.77569 -0.31095  C38 1.110
77 H 4.72222 -2.22654 -4.02006  C32 1.096
78 H 2.69880 0.87327 5.33191  C48 1.044
79 H 1.57247 1.42668 -4.79646  C47 1.092
80 H 4.10863 3.39720 -2.15612  C28 1.045
81 H -2.15646 -0.44750 -0.23168  C46 1.097
82 H -4.58727 -2.28563 0.61735  C44 1.170
83 H -1.27854 -7.13264 0.95378  C51 1.093
84 H -3.11305 -0.07047 4.69807  C31 1.085
85 H 2.85413 0.08809 2.66336  O12 0.974
86 H -2.53263 -2.92233 -4.36183  C52 1.048
87 H 5.31633 3.39397 -3.45352  C28 1.107
88 H -3.63329 2.36513 -2.79903  C49 1.105
89 H -3.69248 -0.95295 -1.12330  C46 1.127
90 H -4.05022 1.22424 -0.53311  C41 1.091
91 H 2.93402 -2.50660 -4.11844  C32 1.079
92 H 0.14149 0.64862 -5.56511  C47 1.120
93 H -0.72496 0.02662 5.38233  C42 1.066
94 H -3.84786 -0.86817 1.59599  C44 1.111
95 H 1.59751 1.95861 0.41806  C50 1.070
96 H -0.11912 -4.78079 1.17026  O6 0.990
97 H -1.90738 -5.69808 1.90115  C51 1.153
98 H -3.49218 -6.77984 0.26019  C43 1.129
99 H -2.88451 5.32288 3.33704  C45 1.079
100 H -0.23566 3.06982 -4.89268  C29 1.081
101 H 2.17120 -3.23865 3.68515  C34 1.101
102 H -4.15516 3.85436 -2.09939  C49 1.064
103 H 6.10471 2.02826 -1.27826  C37 1.111
104 H 0.47778 -1.64422 -5.19353  O10 0.932
105 H 1.75178 -4.18151 0.80989  C36 1.091
106 H -2.59815 4.85939 4.97354  C45 1.035
107 H -1.27078 -3.40790 -6.40436  C39 1.094
108 H -2.26982 3.26641 -0.53730  O24 0.942
109 H -0.17706 -0.39853 -3.52294  O22 1.006
110 H 2.75044 -2.44380 -1.74204  C35 1.077
111 H -0.32501 -3.88028 -4.95059  C39 1.091
112 H -4.51128 3.64339 3.99037  C27 1.087
113 H 4.11740 0.24373 -2.16485  O3 0.996
114 H 3.27558 -3.72071 1.54076  C36 1.060
115 H 2.41102 -1.60710 1.01490  O16 0.996
116 H -2.77811 -1.37007 3.55470  C31 1.146
117 H -0.52908 4.63151 -1.70979  O14 0.955
118 H -1.33288 0.28940 2.49904  O15 0.988
119 H -5.52601 1.65861 -1.40211  C41 1.125
120 H 4.88199 -1.39300 -1.07192  O19 0.968
121 H 0.51487 2.81480 -3.32836  C29 1.136
122 H 0.48538 1.47021 3.31603  O8 0.991
123 H 0.49633 -0.97942 1.74337  O18 1.007
124 H -1.36720 -2.51432 -0.35382  O25 0.978
125 H 1.79313 5.26819 -0.26141  C30 1.065
126 H 0.69020 -1.07438 3.97342  O20 0.952
127 H -1.44153 -1.52034 5.66114  C42 1.110
128 H 2.48999 -0.58032 -3.49373  O2 0.963
129 H 2.17167 -4.94819 3.22108  C34 1.107
130 H 4.08002 1.25122 4.36096  C48 1.120

LUMO energy   0.0198 Eh
M   806.88 g mol⁻¹
Frontier orbital gap   10.26 eV

Here are the Löwdin charges for atoms 1 to 99, given in e:
1. O -0.09
2. O -0.11
3. O -0.14
4. O -0.10
5. O -0.10
6. O -0.09
7. O -0.12
8. O -0.08
9. O -0.08
10. O -0.06
11. O -0.07
12. O -0.07
13. O -0.09
14. O -0.04
15. O -0.10
16. O -0.11
17. O -0.07
18. O -0.11
19. O -0.07
20. O -0.07
21. O -0.08
22. O -0.13
23. O -0.11
24. O -0.08
25. O -0.11
26. O -0.05
27. C -0.24
28. C -0.17
29. C -0.24
30. C -0.25
31. C -0.21
32. C -0.17
33. C -0.20
34. C -0.22
35. C -0.19
36. C -0.18
37. C -0.18
38. C -0.19
39. C -0.18
40. C -0.25
41. C -0.24
42. C -0.18
43. C -0.27
44. C -0.20
45. C -0.20
46. C -0.20
47. C -0.21
48. C -0.24
49. C -0.21
50. C -0.17
51. C -0.24
52. C -0.21
53. H 0.12
54. H 0.10
55. H 0.03
56. H 0.13
57. H 0.10
58. H 0.14
59. H 0.14
60. H 0.05
61. H 0.10
62. H 0.15
63. H 0.13
64. H 0.06
65. H 0.06
66. H 0.06
67. H 0.05
68. H 0.08
69. H 0.11
70. H 0.15
71. H 0.01
72. H 0.13
73. H 0.09
74. H 0.09
75. H 0.06
76. H 0.13
77. H 0.13
78. H 0.10
79. H 0.10
80. H 0.09
81. H 0.10
82. H 0.15
83. H 0.12
84. H 0.12
85. H 0.05
86. H 0.10
87. H 0.13
88. H 0.12
89. H 0.14
90. H 0.10
91. H 0.12
92. H 0.13
93. H 0.11
94. H 0.11
95. H 0.09
96. H 0.04
97. H 0.14
98. H 0.14
99. H 0.12


*two*
A cluster of 13 separate species, C26H78O26 in total. Source: OMol25; level of theory: wB97M-V/def2-TZVPD.

Last columns: bonded neighbours and bond lengths (Å).
Positions of all 130 atoms, in Å:
1 O -10.15611 25.65164 -27.30551  C42 1.391, H55 0.960
2 O -4.91317 21.61307 -21.29832  C39 1.433, H65 0.960
3 O -5.06121 21.40179 -17.76463  C30 1.436, H118 0.960
4 O -14.23511 23.41147 -23.00862  C38 1.411, H56 0.960
5 O -6.19508 26.55751 -24.88227  C33 1.416, H87 0.960
6 O -2.83849 23.03001 -27.91947  C28 1.420, H98 0.960
7 O -12.43736 19.24137 -26.29102  C37 1.446, H108 0.960
8 O -8.24598 17.85073 -25.05693  C34 1.428, H62 0.960
9 O -11.37466 27.25670 -25.22707  C49 1.424, H79 0.960
10 O -13.81784 18.09323 -23.93456  C32 1.414, H69 0.960
11 O -7.91232 26.15625 -22.46263  C44 1.411, H90 0.960
12 O -11.70758 21.92335 -17.93714  C40 1.369, H59 0.960
13 O -9.80967 19.94985 -20.28091  C31 1.449, H80 0.960
14 O -10.25095 22.11796 -23.83681  C45 1.481, H117 0.960
15 O -13.47832 25.76661 -22.64837  C47 1.439, H120 0.960
16 O -3.81643 23.43350 -19.17211  C35 1.397, H107 0.960
17 O -4.93995 21.66359 -26.32759  C41 1.425, H105 0.960
18 O -7.40300 22.09366 -24.82390  C29 1.464, H71 0.960
19 O -4.05141 19.80359 -22.87884  C50 1.439, H64 0.960
20 O -13.19422 21.57872 -24.62065  C52 1.424, H75 0.960
21 O -15.67950 24.87961 -20.84343  C27 1.405, H67 0.960
22 O -12.19679 19.95922 -22.14420  C46 1.402, H123 0.960
23 O -9.06775 23.33165 -29.10008  C36 1.418, H54 0.960
24 O -9.18075 18.88794 -27.82471  C51 1.466, H72 0.960
25 O -3.27068 17.65560 -24.92858  C48 1.407, H76 0.960
26 O -7.37513 21.24402 -19.79597  C43 1.418, H124 0.960
27 C -16.16912 23.72217 -21.47174  O21 1.405, C38 1.522, H110 1.090, H114 1.090
28 C -3.86531 22.24292 -28.50450  O6 1.420, C41 1.573, H91 1.090, H122 1.090
29 C -7.82106 22.07882 -23.42127  O18 1.464, C45 1.496, H77 1.090, H113 1.090
30 C -6.47625 21.29424 -17.54228  O3 1.436, C43 1.505, H82 1.090, H112 1.090
31 C -10.69217 20.18393 -19.15551  O13 1.449, C40 1.558, H73 1.090, H106 1.090
32 C -13.17821 17.73441 -22.72596  O10 1.414, C46 1.544, H58 1.090, H102 1.090
33 C -7.48238 25.97080 -24.82325  O5 1.416, C44 1.515, H95 1.090, H119 1.090
34 C -9.39310 18.66942 -25.28448  O8 1.428, C51 1.545, H53 1.090, H109 1.090
35 C -4.56814 23.88820 -20.25873  O16 1.397, C39 1.585, H83 1.090, H116 1.090
36 C -8.74598 23.58050 -27.74127  O23 1.418, C42 1.579, H57 1.090, H68 1.090
37 C -13.13425 20.40829 -26.78590  O7 1.446, C52 1.529, H85 1.090, H130 1.090
38 C -15.04384 22.84414 -22.00103  O4 1.411, C27 1.522, H86 1.090, H103 1.090
39 C -4.23377 22.86828 -21.42549  O2 1.433, C35 1.585, H121 1.090, H127 1.090
40 C -10.90768 21.72205 -19.03005  O12 1.369, C31 1.558, H89 1.090, H94 1.090
41 C -5.14185 22.29870 -27.58702  O17 1.425, C28 1.573, H63 1.090, H70 1.090
42 C -9.88574 24.33448 -26.95117  O1 1.391, C36 1.579, H88 1.090, H100 1.090
43 C -7.16842 20.49292 -18.61121  O26 1.418, C30 1.505, H99 1.090, H129 1.090
44 C -8.39020 26.51735 -23.74043  O11 1.411, C33 1.515, H60 1.090, H97 1.090
45 C -9.12438 22.74236 -23.10596  O14 1.481, C29 1.496, H92 1.090, H96 1.090
46 C -13.20491 19.02220 -21.87506  O22 1.402, C32 1.544, H78 1.090, H125 1.090
47 C -12.17817 26.18655 -23.10004  O15 1.439, C49 1.562, H84 1.090, H126 1.090
48 C -4.00257 18.82868 -25.18958  O25 1.407, C50 1.545, H93 1.090, H115 1.090
49 C -12.36240 27.27843 -24.20219  O9 1.424, C47 1.562, H61 1.090, H104 1.090
50 C -4.83444 19.30199 -23.97684  O19 1.439, C48 1.545, H66 1.090, H128 1.090
51 C -9.16660 19.56329 -26.52398  O24 1.466, C34 1.545, H74 1.090, H81 1.090
52 C -12.81444 21.67415 -25.99022  O20 1.424, C37 1.529, H101 1.090, H111 1.090
53 H -10.20546 17.99480 -25.55479  C34 1.090
54 H -10.02119 23.26895 -29.19295  O23 0.960
55 H -10.41933 26.17349 -26.54394  O1 0.960
56 H -13.82113 22.68998 -23.48786  O4 0.960
57 H -7.83220 24.16701 -27.64582  C36 1.090
58 H -13.73087 16.93114 -22.23869  C32 1.090
59 H -12.04247 22.80304 -17.74847  O12 0.960
60 H -9.40751 26.14619 -23.86468  C44 1.090
61 H -13.32581 27.09447 -24.67770  C49 1.090
62 H -8.15359 17.13753 -25.69286  O8 0.960
63 H -5.29891 23.36672 -27.43614  C41 1.090
64 H -3.43167 19.14570 -22.55526  O19 0.960
65 H -4.46714 21.01355 -21.90101  O2 0.960
66 H -5.32541 18.47366 -23.46604  C50 1.090
67 H -14.96861 25.25906 -21.36520  O21 0.960
68 H -8.60319 22.63586 -27.21651  C36 1.090
69 H -14.76854 18.10439 -23.80169  O10 0.960
70 H -6.00788 21.85301 -28.07635  C41 1.090
71 H -8.14842 21.70986 -25.29150  O18 0.960
72 H -8.91885 17.99364 -27.59398  O24 0.960
73 H -10.35261 19.88499 -18.16383  C31 1.090
74 H -9.89697 20.37040 -26.46706  C51 1.090
75 H -12.77939 20.83311 -24.18067  O20 0.960
76 H -2.59246 17.82800 -24.27140  O25 0.960
77 H -7.94055 21.01259 -23.22901  C29 1.090
78 H -12.95907 18.69427 -20.86505  C46 1.090
79 H -11.34504 28.17744 -25.49719  O9 0.960
80 H -8.96159 20.37047 -20.12145  O13 0.960
81 H -8.24263 20.09162 -26.28893  C51 1.090
82 H -6.66345 20.78412 -16.59738  C30 1.090
83 H -5.62598 23.88533 -19.99593  C35 1.090
84 H -11.63052 26.58065 -22.24397  C47 1.090
85 H -13.07625 20.60790 -27.85590  C37 1.090
86 H -15.37485 21.85394 -22.31414  C38 1.090
87 H -5.91705 26.63596 -25.79777  O5 0.960
88 H -9.72860 24.25935 -25.87517  C42 1.090
89 H -11.39630 21.98630 -19.96787  C40 1.090
90 H -6.98256 26.39467 -22.44496  O11 0.960
91 H -3.60398 21.18810 -28.58916  C28 1.090
92 H -9.05034 23.82073 -23.24647  C45 1.090
93 H -4.68619 18.56777 -25.99748  C48 1.090
94 H -9.94995 22.24238 -19.01974  C40 1.090
95 H -7.31737 24.89857 -24.71749  C33 1.090
96 H -9.37790 22.41110 -22.09894  C45 1.090
97 H -8.37887 27.60346 -23.64917  C44 1.090
98 H -2.60833 22.52223 -27.13793  O6 0.960
99 H -8.12677 20.26318 -18.14551  C43 1.090
100 H -10.85029 23.86184 -27.13649  C42 1.090
101 H -13.33417 22.45409 -26.54671  C52 1.090
102 H -12.19841 17.30756 -22.94014  C32 1.090
103 H -14.41078 22.59641 -21.14899  C38 1.090
104 H -12.55153 28.20747 -23.66440  C49 1.090
105 H -5.30164 22.28109 -25.68768  O17 0.960
106 H -11.70330 19.83629 -19.36729  C31 1.090
107 H -4.21504 22.63150 -18.82641  O16 0.960
108 H -12.90636 18.85834 -25.54609  O7 0.960
109 H -9.61254 19.16089 -24.33663  C34 1.090
110 H -16.77662 23.91458 -22.35606  C27 1.090
111 H -11.73378 21.75466 -26.10767  C52 1.090
112 H -7.00430 22.22146 -17.31972  C30 1.090
113 H -7.01994 22.49938 -22.81346  C29 1.090
114 H -16.74622 23.08579 -20.80087  C27 1.090
115 H -3.38888 19.60907 -25.63955  C48 1.090
116 H -4.28949 24.91897 -20.47776  C35 1.090
117 H -11.04804 22.41352 -23.39083  O14 0.960
118 H -4.63935 20.92799 -17.04412  O3 0.960
119 H -7.92353 26.14436 -25.80476  C33 1.090
120 H -13.59413 24.85648 -22.93095  O15 0.960
121 H -4.66299 23.35273 -22.30252  C39 1.090
122 H -4.16661 22.58626 -29.49417  C28 1.090
123 H -11.41031 19.85250 -21.60415  O22 0.960
124 H -6.55628 21.43251 -20.26025  O26 0.960
125 H -14.17217 19.52430 -21.89519  C46 1.090
126 H -11.56483 25.33159 -23.38456  C47 1.090
127 H -3.17975 22.86716 -21.70322  C39 1.090
128 H -5.56861 20.07303 -24.21045  C50 1.090
129 H -6.54011 19.61206 -18.74323  C43 1.090
130 H -14.18732 20.21617 -26.58040  C37 1.090

LUMO energy   0.0101 Eh
M   806.88 g mol⁻¹
Frontier orbital gap   9.64 eV

Here are the Löwdin charges for atoms 1 to 99, given in e:
1. O -0.06
2. O -0.09
3. O -0.06
4. O -0.07
5. O -0.06
6. O -0.06
7. O -0.07
8. O -0.08
9. O -0.08
10. O -0.08
11. O -0.07
12. O -0.04
13. O -0.08
14. O -0.08
15. O -0.10
16. O -0.08
17. O -0.08
18. O -0.09
19. O -0.09
20. O -0.07
21. O -0.04
22. O -0.07
23. O -0.05
24. O -0.04
25. O -0.05
26. O -0.07
27. C -0.24
28. C -0.23
29. C -0.19
30. C -0.22
31. C -0.20
32. C -0.19
33. C -0.24
34. C -0.22
35. C -0.22
36. C -0.21
37. C -0.20
38. C -0.23
39. C -0.20
40. C -0.28
41. C -0.22
42. C -0.25
43. C -0.22
44. C -0.24
45. C -0.17
46. C -0.22
47. C -0.20
48. C -0.24
49. C -0.20
50. C -0.16
51. C -0.21
52. C -0.21
53. H 0.11
54. H 0.08
55. H 0.04
56. H 0.04
57. H 0.11
58. H 0.12
59. H 0.10
60. H 0.09
61. H 0.12
62. H 0.08
63. H 0.11
64. H 0.10
65. H 0.01
66. H 0.12
67. H 0.05
68. H 0.09
69. H 0.10
70. H 0.11
71. H 0.03
72. H 0.06
73. H 0.11
74. H 0.09
75. H 0.07
76. H 0.08
77. H 0.12
78. H 0.11
79. H 0.10
80. H 0.02
81. H 0.09
82. H 0.12
83. H 0.11
84. H 0.11
85. H 0.12
86. H 0.12
87. H 0.09
88. H 0.10
89. H 0.11
90. H 0.08
91. H 0.11
92. H 0.10
93. H 0.12
94. H 0.12
95. H 0.11
96. H 0.12
97. H 0.13
98. H 0.08
99. H 0.11


Compare the structures above. Which one is the most stable? *one* is.